Below is a molecular structure, C10H16S2, with properties calculated with wB97M-V/def2-TZVPD.

Values from the calculation:
HOMO level = -7.61 eV

Geometry (Å):
C 1.56 0.77 -0.94
C 0.81 0.84 -2.00
C 1.26 0.17 0.38
C 0.24 -0.77 0.49
C -0.44 0.09 -2.18
C -0.39 -1.37 -0.75
C 2.07 0.64 1.50
C -0.20 -1.27 1.80
C -1.71 -2.02 -0.79
C -1.41 2.41 -0.92
S 0.88 -2.22 -1.71
S -1.98 1.03 -2.02
H 2.32 1.52 -0.92
H 1.33 1.62 -2.60
H -0.57 -0.58 -3.09
H 3.14 1.02 1.27
H 2.19 -0.27 2.10
H 1.79 1.54 2.05
H -0.47 -0.67 2.69
H 0.74 -1.88 2.05
H -1.12 -1.88 1.54
H -2.42 -1.37 -0.24
H -1.68 -3.03 -0.34
H -1.89 -2.27 -1.87
H -2.35 2.96 -0.77
H -0.55 2.88 -1.43
H -1.05 1.99 0.11
H 0.90 -3.35 -1.01

---

Below is C16H24N2O3S in the gas phase, with properties calculated with wB97M-V/def2-TZVPD.

Values from the calculation:
HOMO level = -9.00 eV

Geometry (Å):
O -2.74 2.67 -3.93
O -0.47 2.75 -1.74
N 0.74 -1.37 -0.03
O -3.69 2.06 -1.98
S 0.12 -0.93 -2.66
C -2.93 1.84 -3.06
C -0.31 1.52 -1.74
C 0.44 -0.53 -0.98
N 0.14 0.80 -0.66
C -2.19 0.53 -3.15
C -0.66 0.69 -3.00
C 1.15 3.38 2.67
C 0.73 -4.62 1.39
C -0.39 -4.79 0.36
C 2.25 2.58 1.91
C -0.17 2.60 2.73
C 1.66 -3.55 0.77
C -0.54 -3.47 -0.33
C 1.78 2.19 0.52
C -0.60 2.26 1.26
C 0.83 -2.82 -0.31
C 0.48 1.39 0.61
H -4.05 2.97 -2.04
H -2.39 0.00 -4.13
H -2.56 -0.10 -2.37
H -0.18 1.18 -3.83
H 0.97 4.31 2.10
H 1.52 3.59 3.66
H 0.35 -4.29 2.36
H 1.27 -5.58 1.51
H -0.15 -5.62 -0.30
H -1.26 -5.06 0.90
H 2.51 1.66 2.46
H 3.20 3.15 1.83
H -0.96 3.18 3.19
H -0.10 1.65 3.27
H 2.05 -2.89 1.52
H 2.50 -4.08 0.34
H -1.26 -2.83 0.22
H -0.94 -3.60 -1.32
H 1.66 3.06 -0.08
H 2.51 1.52 0.06
H -0.76 3.20 0.69
H -1.54 1.70 1.28
H 1.32 -2.96 -1.27
H 0.68 0.61 1.31

---

Below is a molecular structure, C6H11NO, with properties calculated with wB97M-V/def2-TZVPD.

Values from the calculation:
HOMO level = -8.18 eV

Geometry (Å):
C 1.36 0.47 0.78
C -0.76 -0.28 -0.92
C -0.14 -0.55 1.50
C -1.30 -0.54 0.50
N -0.78 1.16 -1.26
C 1.76 -0.15 -0.49
C 0.65 -0.83 -0.92
O 0.92 1.75 0.74
H 0.32 1.83 -0.05
H 2.07 0.34 1.60
H -1.35 -0.85 -1.65
H -0.40 1.30 -2.18
H -1.73 1.51 -1.22
H 0.10 -1.55 1.87
H -0.35 0.08 2.36
H -2.03 0.22 0.77
H -1.83 -1.50 0.50
H 2.73 -0.62 -0.53
H 0.77 -1.78 -1.42

---

Below is a molecular structure, C4H11NOPS, with properties calculated with wB97M-V/def2-TZVPD.

Values from the calculation:
total charge = +1
HOMO level = -13.10 eV

Geometry (Å):
C -2.42 -0.20 0.96
C 2.59 -0.43 0.00
C -1.19 -0.88 0.47
C 0.09 0.52 0.23
N 1.23 -0.02 -0.52
O -2.52 1.00 0.95
P -0.90 1.84 -0.75
S -1.13 -1.98 -0.90
H -3.04 -0.81 1.60
H 3.30 0.37 0.03
H 2.42 -0.84 1.01
H 2.83 -1.20 -0.71
H -0.80 -1.48 1.39
H 0.27 0.74 1.35
H 0.77 -0.98 -0.98
H 1.38 0.58 -1.31
H 0.22 2.54 -1.30
H -0.99 2.88 0.09
H -2.12 -1.64 -1.61

---

Below is 8 unconnected molecules or ions with the total composition C18H33BBrFN2O11S, with properties calculated with wB97M-V/def2-TZVPD.

Values from the calculation:
HOMO level = -8.38 eV

Geometry (Å):
C -0.47 -2.24 3.91
C -0.21 -2.19 2.41
Br 1.67 -1.77 2.12
C -1.18 -1.22 1.71
C -0.62 -0.45 0.55
C -0.51 -1.11 -0.67
C 0.06 -0.46 -1.76
C 0.49 0.85 -1.60
F 1.02 1.46 -2.70
C 0.41 1.54 -0.41
C 0.85 2.98 -0.32
C 2.14 3.37 -1.04
O 1.82 4.00 -2.29
C 2.83 4.09 -3.17
O 2.92 4.97 -3.98
C -0.15 0.87 0.69
B -0.22 1.57 2.11
O 0.91 2.05 2.71
O -1.41 1.72 2.78
S 0.22 -1.30 -3.29
C 0.58 -2.90 -2.64
C 1.48 -3.74 -3.31
N 2.09 -3.31 -4.50
C 1.71 -5.00 -2.78
C 1.07 -5.42 -1.63
C 0.20 -4.58 -0.96
C -0.05 -3.32 -1.48
N -0.98 -2.45 -0.80
H 0.02 -3.10 4.37
H -0.08 -1.34 4.38
H -1.54 -2.29 4.08
H -0.35 -3.18 1.98
H -1.97 -1.85 1.31
H -1.64 -0.56 2.44
H 0.07 3.61 -0.76
H 0.93 3.28 0.72
H 2.81 2.52 -1.18
H 2.66 4.11 -0.44
H 3.55 3.26 -3.11
H 1.72 1.69 2.33
H -1.25 1.75 3.73
H 2.32 -2.33 -4.46
H 2.95 -3.82 -4.67
H 2.39 -5.67 -3.29
H 1.25 -6.41 -1.24
H -0.30 -4.89 -0.06
H -1.86 -2.46 -1.31
O 4.82 7.14 -5.84
H 4.55 6.29 -5.48
H 4.28 7.78 -5.36
O -1.17 2.10 -4.61
H -1.18 3.05 -4.46
H -0.60 1.74 -3.93
O 3.85 1.75 2.61
H 3.89 2.69 2.79
H 4.38 1.35 3.30
O -3.72 -0.38 -0.51
H -2.76 -0.35 -0.58
H -3.98 0.55 -0.44
O -5.67 -0.43 1.89
H -5.19 0.16 2.48
H -5.07 -0.50 1.13
O -0.72 -2.82 7.03
H -0.53 -2.84 7.97
H -1.64 -2.56 6.97
O -7.18 1.68 3.90
H -6.79 1.14 3.21
H -7.90 2.15 3.46

---

Below is a molecular structure, C34H35Cl3N3O7P2Pt, with properties calculated with wB97M-V/def2-TZVPD.

Values from the calculation:
total charge = +1
HOMO level = -11.66 eV

Geometry (Å):
Pt 1.24 0.12 -0.87
O -1.02 1.50 2.03
C -0.08 1.62 1.27
O -0.14 1.35 -0.01
C 1.27 2.10 1.83
C 2.33 2.36 0.77
C 3.57 3.03 1.34
C 4.24 1.86 2.10
C 3.24 0.73 1.88
O 2.78 0.99 0.53
C 1.97 1.04 2.72
C 1.26 -0.25 2.96
O 1.19 -0.88 3.96
O 0.72 -0.74 1.76
H 1.06 3.00 2.42
H 1.95 2.78 -0.16
H 4.21 3.40 0.54
H 3.32 3.87 1.99
H 5.21 1.60 1.66
H 4.39 2.06 3.16
H 3.62 -0.28 1.94
H 2.23 1.41 3.71
C 3.24 0.19 -6.23
C 3.51 0.78 -5.01
C 2.61 0.66 -3.96
C 1.43 -0.05 -4.14
C 1.16 -0.64 -5.37
C 2.06 -0.52 -6.41
P 0.19 -0.10 -2.81
C -0.70 -1.67 -3.04
C 0.04 -2.82 -3.31
C -0.61 -4.03 -3.51
C -2.00 -4.09 -3.46
C -2.74 -2.95 -3.16
C -2.09 -1.74 -2.94
C -0.98 1.20 -3.27
C -1.77 1.01 -4.41
C -2.58 2.02 -4.88
C -2.61 3.25 -4.24
C -1.81 3.46 -3.12
C -0.99 2.44 -2.64
H 3.95 0.28 -7.04
H 4.43 1.34 -4.86
H 2.83 1.12 -3.00
H 0.25 -1.21 -5.52
H 1.85 -0.99 -7.36
H 1.12 -2.78 -3.37
H -0.04 -4.92 -3.73
H -2.51 -5.03 -3.64
H -3.81 -3.00 -3.10
H -2.67 -0.86 -2.72
H -1.75 0.06 -4.93
H -3.19 1.85 -5.76
H -3.24 4.04 -4.61
H -1.82 4.42 -2.62
H -0.38 2.61 -1.77
C -3.15 -2.95 1.80
N -2.15 -3.45 2.74
C -1.47 -4.62 2.17
N -0.87 -4.35 0.86
C -1.89 -3.82 -0.04
N -2.59 -2.64 0.48
C -1.70 -1.47 0.53
P -0.34 -1.91 1.63
C -1.20 -2.42 3.15
C 0.30 -3.46 0.94
H -3.62 -2.06 2.21
H -3.90 -3.73 1.66
H -2.21 -5.41 2.04
H -0.70 -4.97 2.86
H -2.63 -4.60 -0.21
H -1.42 -3.57 -1.00
H -2.20 -0.58 0.91
H -1.32 -1.24 -0.47
H -1.71 -1.56 3.58
H -0.49 -2.81 3.88
H 1.09 -3.88 1.57
H 0.71 -3.30 -0.05
Cl 2.93 -4.40 -1.83
C 4.03 -3.03 -1.44
Cl 4.79 -2.44 -2.90
Cl 5.23 -3.59 -0.30
C 3.12 -1.96 -0.79
O 2.52 -1.23 -1.66
O 2.95 -1.94 0.41